[1]
Molecular formula: CH5P
Method: DFT, the ωB97M-V functional and the def2-TZVPD basis

## Properties
E_tot = -10402.7681 eV
Molar mass = 48.03 g/mol
Orbital gap (spin up / spin down) = 8.7 / 8.1 eV
LUMO energy (spin up / spin down) = -0.076 / -0.951 eV
Energy above the lowest of the compared OMol25 structures with the same formula, charge and spin = 311.77 kJ/mol

Geometry as ORCA input:
```
! wB97M-V def2-TZVPD RIJCOSX def2/J DEFGRID3
* xyz 0 1
C -1.128 0.496 -0.028
P 1.908 0.194 0.021
H -1.248 -0.504 0.475
H -0.714 0.659 -1.065
H -0.971 1.322 0.652
H 1.555 -0.648 -0.909
H 2.198 -0.984 0.945
*
```

[2]
Molecular formula: CH5P3
Method: DFT, the ωB97M-V functional and the def2-TZVPD basis

## Properties
E_tot = -28982.0093 eV
Molar mass = 109.97 g/mol
Orbital gap = 7.9 eV
LUMO energy = -0.983 eV
Energy above the lowest of the compared OMol25 structures with the same formula, charge and spin = 160.43 kJ/mol

Geometry as ORCA input:
```
! wB97M-V def2-TZVPD RIJCOSX def2/J DEFGRID3
* xyz 0 1
C 2.240 0.318 -0.059
P 0.176 1.242 0.093
P -0.727 -0.592 -0.021
P -2.750 0.182 0.203
H 3.020 0.849 -0.638
H 2.481 0.044 1.044
H 2.100 -0.696 -0.627
H -3.379 -0.415 -0.907
H -3.161 -0.932 0.912
*
```

[3]
Molecular formula: CH5PS
Method: DFT, the ωB97M-V functional and the def2-TZVPD basis

## Properties
E_tot = -21240.4871 eV
Molar mass = 80.09 g/mol
Orbital gap = 9.4 eV
LUMO energy = 0.669 eV
Energy above the lowest of the compared OMol25 structures with the same formula, charge and spin = 128.69 kJ/mol

Geometry as ORCA input:
```
! wB97M-V def2-TZVPD RIJCOSX def2/J DEFGRID3
* xyz 0 1
C -1.123 -0.122 0.015
P 0.831 1.059 -0.021
S 2.226 -0.544 -0.009
H -1.887 0.685 -0.004
H -0.957 -0.643 0.909
H -1.100 -0.780 -0.813
H 0.230 1.089 -1.379
H 1.779 -0.744 1.301
*
```

[4]
Molecular formula: CH5PS
Method: DFT, the ωB97M-V functional and the def2-TZVPD basis

## Properties
E_tot = -21241.5567 eV
Molar mass = 80.09 g/mol
Orbital gap = 9.8 eV
LUMO energy = 0.880 eV
Energy above the lowest of the compared OMol25 structures with the same formula, charge and spin = 25.49 kJ/mol

Geometry as ORCA input:
```
! wB97M-V def2-TZVPD RIJCOSX def2/J DEFGRID3
* xyz 0 1
C -0.317 0.627 0.004
P 1.113 -0.491 -0.015
S 2.864 0.236 0.004
H 0.074 1.227 0.963
H -0.447 1.260 -0.802
H -1.245 0.187 0.143
H 0.973 -1.368 -0.991
H 0.766 -1.290 0.999
*
```

[5]
Molecular formula: CH5PS
Method: DFT, the ωB97M-V functional and the def2-TZVPD basis

## Properties
E_tot = -21238.5527 eV
Molar mass = 80.09 g/mol
Orbital gap = 8.7 eV
LUMO energy = 0.084 eV
Energy above the lowest of the compared OMol25 structures with the same formula, charge and spin = 315.33 kJ/mol

Geometry as ORCA input:
```
! wB97M-V def2-TZVPD RIJCOSX def2/J DEFGRID3
* xyz 0 1
C 1.167 0.016 -0.374
P -1.351 0.106 1.092
S 0.029 1.297 0.109
H 0.727 -0.634 -1.178
H 1.141 -1.095 1.092
H 2.078 0.397 -0.658
H -0.387 -0.591 1.937
H -1.665 1.110 2.112
*
```

[6]
Molecular formula: CH5S2
Method: DFT, the ωB97M-V functional and the def2-TZVPD basis

## Properties
E_tot = -22789.1786 eV
Molar mass = 81.19 g/mol
Orbital gap = 6.1 eV
LUMO energy = 3.769 eV
Energy above the lowest of the compared OMol25 structures with the same formula, charge and spin = 41.54 kJ/mol

Geometry as ORCA input:
```
! wB97M-V def2-TZVPD RIJCOSX def2/J DEFGRID3
* xyz -1 1
S 0.108 -1.816 -1.903
H -0.933 -1.587 -1.079
C 0.160 0.773 1.070
S -1.126 0.993 -0.217
H -0.280 0.186 1.872
H 1.026 0.217 0.669
H 0.592 1.706 1.437
H 0.453 -0.474 -1.848
*
```

[7]
Molecular formula: CH5S2
Method: DFT, the ωB97M-V functional and the def2-TZVPD basis

## Properties
E_tot = -22786.5194 eV
Molar mass = 81.19 g/mol
Orbital gap (spin up / spin down) = 9.9 / 6.4 eV
LUMO energy (spin up / spin down) = 0.787 / -2.706 eV
Energy above the lowest of the compared OMol25 structures with the same formula, charge and spin = 21.19 kJ/mol

Geometry as ORCA input:
```
! wB97M-V def2-TZVPD RIJCOSX def2/J DEFGRID3
* xyz 0 2
S 1.961 0.886 0.482
H 3.209 0.663 0.933
C -1.065 -0.413 -0.616
S -0.936 -0.266 1.170
H -2.033 -0.839 -0.879
H -1.003 0.537 -1.144
H -0.328 -1.085 -1.055
H 0.195 0.517 1.110
*
```

[8]
Molecular formula: CH5S3
Method: DFT, the ωB97M-V functional and the def2-TZVPD basis

## Properties
E_tot = -33624.6340 eV
Molar mass = 113.25 g/mol
Orbital gap = 6.0 eV
LUMO energy = 3.440 eV
Energy above the lowest of the compared OMol25 structures with the same formula, charge and spin = 64.63 kJ/mol

Geometry as ORCA input:
```
! wB97M-V def2-TZVPD RIJCOSX def2/J DEFGRID3
* xyz -1 1
S -2.132 -0.452 -1.848
H -2.635 0.770 -2.412
C 1.464 -0.531 0.830
S 1.003 0.916 1.656
S -0.745 1.381 0.666
H 0.806 -1.373 0.986
H 2.590 -0.795 1.018
H 1.418 -0.309 -0.189
H -1.769 0.395 -0.708
*
```

[9]
Molecular formula: CH5S3
Method: DFT, the ωB97M-V functional and the def2-TZVPD basis

## Properties
E_tot = -33622.0904 eV
Molar mass = 113.25 g/mol
Orbital gap (spin up / spin down) = 9.2 / 6.7 eV
LUMO energy (spin up / spin down) = 0.177 / -2.573 eV
Energy above the lowest of the compared OMol25 structures with the same formula, charge and spin = 88.10 kJ/mol

Geometry as ORCA input:
```
! wB97M-V def2-TZVPD RIJCOSX def2/J DEFGRID3
* xyz 0 2
S -0.148 -1.207 2.611
H -0.658 -2.040 1.654
C -0.452 0.609 -1.323
S 0.315 1.700 -0.088
S 1.911 0.472 0.548
H -0.942 -0.242 -0.901
H -1.130 1.088 -2.000
H 0.371 0.356 -1.886
H 0.733 -0.735 1.385
*
```

[10]
Molecular formula: CH6ClNSi
Method: DFT, the ωB97M-V functional and the def2-TZVPD basis

## Properties
E_tot = -23026.1706 eV
Molar mass = 95.60 g/mol
Orbital gap = 10.6 eV
LUMO energy = 0.824 eV
Energy above the lowest of the compared OMol25 structures with the same formula, charge and spin = 63.47 kJ/mol

Geometry as ORCA input:
```
! wB97M-V def2-TZVPD RIJCOSX def2/J DEFGRID3
* xyz 0 1
C 0.753 -1.266 -0.365
Si -0.643 0.043 0.400
N -0.196 1.689 0.116
Cl -2.633 0.009 -0.455
H 0.752 -0.963 -1.419
H 1.595 -1.046 0.244
H 0.682 -2.384 -0.390
H -0.511 -0.379 1.846
H 0.651 1.977 0.617
H -0.449 2.320 -0.593
*
```